[1]
ORCA calculation (ωB97M-V/def2-TZVPD) on an isolated molecule of C20H27N5O4.

## Properties
Energy relative to the best compared isomer or geometry (same formula, charge and spin) in eV: 1.488
HOMO energy in eV: -8.06
Electronic energy in eV: -36817.8109
SMILES: Cc1c/c(=N\[C@H]2CC[C@@]3(CC2)CN(C(=O)c2conc2C)CCO3)[nH]c(CO)n1
LUMO in eV: 0.586

Element x y z (Å)
C1 1.376 -5.423 0.524
C2 1.207 -3.965 0.808
C3 0.324 -3.200 0.126
C4 0.173 -1.788 0.433
N1 -0.557 -0.846 -0.012
C5 -1.532 -0.926 -1.080
C6 -1.335 -1.926 -2.221
C7 -2.376 -1.678 -3.311
C8 -3.789 -1.841 -2.767
C9 -3.999 -0.908 -1.571
C10 -2.935 -1.107 -0.497
C11 -4.818 -1.572 -3.863
N2 -6.147 -1.952 -3.412
C12 -7.078 -0.994 -3.170
O1 -6.866 0.194 -3.357
C13 -8.394 -1.430 -2.616
C14 -9.411 -2.117 -3.177
O2 -10.445 -2.189 -2.336
N3 -10.115 -1.526 -1.166
C15 -8.907 -1.068 -1.332
C16 -8.213 -0.290 -0.270
C17 -6.225 -3.347 -3.011
C18 -5.170 -3.628 -1.953
O3 -3.886 -3.224 -2.380
N4 1.032 -1.415 1.486
C19 1.895 -2.246 2.110
C20 2.737 -1.587 3.173
O4 3.424 -2.559 3.918
N5 2.028 -3.491 1.819
H1 0.724 -5.757 -0.281
H2 2.414 -5.626 0.259
H3 1.156 -5.996 1.426
H4 -0.279 -3.653 -0.640
H5 -1.518 0.070 -1.545
H6 -0.325 -1.852 -2.630
H7 -1.484 -2.946 -1.868
H8 -2.272 -0.666 -3.716
H9 -2.238 -2.379 -4.138
H10 -3.957 0.121 -1.941
H11 -5.001 -1.031 -1.154
H12 -3.013 -2.111 -0.065
H13 -3.084 -0.392 0.314
H14 -4.832 -0.522 -4.142
H15 -4.562 -2.172 -4.743
H16 -9.547 -2.582 -4.139
H17 -7.640 0.522 -0.716
H18 -8.937 0.120 0.431
H19 -7.524 -0.930 0.286
H20 -7.216 -3.581 -2.630
H21 -6.039 -3.975 -3.889
H22 -5.447 -3.128 -1.016
H23 -5.109 -4.698 -1.754
H24 0.950 -0.446 1.760
H25 3.427 -0.899 2.667
H26 2.076 -0.983 3.809
H27 4.013 -2.108 4.528

Here are the natural (NBO) charges for atoms 1 to 8, given in e:
1 C -0.64
2 C 0.26
3 C -0.38
4 C 0.42
5 N -0.53
6 C -0.06
7 C -0.41
8 C -0.40



[2]
ORCA calculation (ωB97M-V/def2-TZVPD) on a structure of composition C38H42ClMoN3O4PSe.

## Properties
Energy relative to the best compared isomer or geometry (same formula, charge and spin) in eV: 0.060
Charge: +1
HOMO energy (spin up / spin down) in eV: -9.94 / -10.07
Electronic energy in eV: -141756.8689
Multiplicity: 3
LUMO (spin up / spin down) in eV: -3.923 / -3.983

Element x y z (Å)
Mo1 -0.004 -0.982 0.341
Cl1 4.984 -1.926 5.802
C1 3.647 -1.691 4.733
C2 2.341 -1.742 5.236
C3 1.257 -1.555 4.409
C4 1.444 -1.322 3.041
O1 0.390 -1.145 2.264
C5 2.759 -1.276 2.538
C6 3.014 -1.024 1.147
O2 2.159 -0.899 0.266
C7 3.855 -1.454 3.400
H1 2.193 -1.929 6.291
H2 0.248 -1.595 4.796
H3 4.063 -0.936 0.839
H4 4.861 -1.410 3.002
C8 5.887 3.483 -7.026
O3 5.644 3.182 -5.660
C9 4.640 3.839 -5.039
C10 3.825 4.788 -5.646
C11 2.835 5.415 -4.900
C12 2.611 5.060 -3.581
C13 3.448 4.128 -2.967
C14 4.457 3.530 -3.687
N1 1.583 5.780 -2.883
N2 0.777 5.211 -2.135
C15 0.683 3.781 -2.040
C16 0.454 2.967 -3.120
C17 0.231 1.582 -2.974
C18 0.231 1.019 -1.725
O4 0.061 -0.290 -1.477
C19 0.412 1.852 -0.599
N3 0.311 1.232 0.611
C20 0.457 1.951 1.705
C21 0.688 3.334 1.669
C22 0.770 3.976 0.460
C23 0.632 3.233 -0.732
H5 6.718 2.853 -7.329
H6 6.162 4.532 -7.155
H7 5.015 3.253 -7.642
H8 3.965 5.067 -6.679
H9 2.219 6.186 -5.346
H10 3.321 3.885 -1.920
H11 5.129 2.817 -3.228
H12 0.457 3.394 -4.114
H13 0.074 0.956 -3.842
H14 0.374 1.422 2.648
H15 0.787 3.878 2.598
H16 0.925 5.045 0.402
C24 -3.731 -2.959 -0.488
C25 -3.696 -1.428 -0.422
C26 -3.408 -0.876 -1.821
P1 -2.523 -0.812 0.865
C27 -2.884 0.986 1.156
C28 -4.191 1.325 1.873
C29 -2.777 1.830 -0.120
C30 -3.020 -1.585 2.483
C31 -2.277 -2.867 2.848
C32 -4.529 -1.814 2.637
H17 -4.568 -3.262 -1.119
H18 -3.855 -3.437 0.480
H19 -2.816 -3.341 -0.937
H20 -4.675 -1.070 -0.084
H21 -2.368 -1.049 -2.106
H22 -3.623 0.186 -1.914
H23 -4.036 -1.404 -2.540
H24 -2.064 1.260 1.826
H25 -5.061 0.995 1.301
H26 -4.262 2.411 1.965
H27 -4.251 0.908 2.876
H28 -3.751 1.897 -0.606
H29 -2.075 1.436 -0.851
H30 -2.471 2.846 0.133
H31 -2.713 -0.810 3.196
H32 -2.535 -3.688 2.185
H33 -2.563 -3.163 3.860
H34 -1.199 -2.744 2.825
H35 -4.862 -2.664 2.044
H36 -5.139 -0.958 2.367
H37 -4.738 -2.054 3.681
Se1 -0.014 -3.189 -0.775
C33 -0.317 -4.523 0.569
C34 0.462 -4.568 1.720
C35 0.223 -5.539 2.681
C36 -0.781 -6.478 2.489
C37 -1.533 -6.455 1.323
C38 -1.302 -5.481 0.361
H38 1.261 -3.852 1.860
H39 0.831 -5.568 3.577
H40 -0.965 -7.237 3.238
H41 -2.301 -7.199 1.158
H42 -1.891 -5.463 -0.548

Here are the Mulliken charges for atoms 1 to 8, given in e:
1 Mo -0.86
2 Cl -0.19
3 C 0.04
4 C -0.69
5 C -0.65
6 C -0.32
7 O 1.24
8 C 1.45



[3]
ORCA calculation (ωB97M-V/def2-TZVPD) on a structure of composition C43H38MnN7O3P2Se2 in a non-equilibrium geometry.

## Properties
Charge: +1
HOMO energy (spin up / spin down) in eV: -10.01 / -9.95
Electronic energy in eV: -242369.2898
Multiplicity: 2
LUMO (spin up / spin down) in eV: -2.615 / -2.644

Element x y z (Å)
Mn1 0.400 0.176 -0.015
Se1 4.102 -0.320 -0.678
Se2 3.961 0.983 1.213
C1 2.781 -0.174 2.185
C2 3.140 -0.450 3.498
C3 2.394 -1.361 4.224
C4 1.340 -1.997 3.589
C5 1.045 -1.641 2.288
N1 1.715 -0.713 1.586
C6 3.022 0.675 -1.914
C7 3.716 1.245 -2.973
C8 3.010 1.803 -4.026
C9 1.633 1.721 -3.993
C10 1.024 1.152 -2.888
N2 1.684 0.674 -1.822
H1 4.019 0.016 3.920
H2 2.656 -1.595 5.247
H3 0.746 -2.752 4.085
H4 0.209 -2.090 1.781
H5 4.796 1.237 -2.962
H6 3.527 2.267 -4.855
H7 1.018 2.099 -4.798
H8 -0.050 1.072 -2.858
O1 -1.965 -1.653 -1.283
P1 -3.294 -0.964 -1.332
C11 -3.603 0.131 0.103
P2 -2.596 -0.324 1.529
O2 -1.105 -0.290 1.331
C12 -3.205 -1.950 1.989
C13 -2.444 -3.091 1.772
C14 -2.959 -4.341 2.082
C15 -4.244 -4.452 2.593
C16 -5.014 -3.314 2.802
C17 -4.495 -2.065 2.508
C18 -3.040 0.801 2.857
C19 -3.801 1.949 2.661
C20 -4.030 2.815 3.725
C21 -3.505 2.533 4.976
C22 -2.742 1.386 5.175
C23 -2.509 0.523 4.119
C24 -3.489 0.085 -2.772
C25 -2.752 -0.244 -3.909
C26 -2.860 0.536 -5.050
C27 -3.700 1.643 -5.058
C28 -4.435 1.971 -3.928
C29 -4.332 1.193 -2.784
C30 -4.642 -2.153 -1.289
C31 -5.974 -1.744 -1.333
C32 -6.988 -2.685 -1.272
C33 -6.674 -4.036 -1.173
C34 -5.350 -4.445 -1.138
C35 -4.330 -3.505 -1.196
H9 -4.649 0.050 0.410
H10 -3.410 1.167 -0.161
H11 -1.461 -3.000 1.333
H12 -2.362 -5.228 1.914
H13 -4.649 -5.427 2.830
H14 -6.016 -3.401 3.200
H15 -5.094 -1.179 2.693
H16 -4.205 2.205 1.690
H17 -4.619 3.708 3.564
H18 -3.692 3.205 5.804
H19 -2.340 1.164 6.154
H20 -1.919 -0.374 4.273
H21 -2.091 -1.102 -3.891
H22 -2.289 0.281 -5.933
H23 -3.778 2.254 -5.947
H24 -5.081 2.839 -3.928
H25 -4.898 1.480 -1.906
H26 -6.225 -0.693 -1.428
H27 -8.022 -2.368 -1.310
H28 -7.468 -4.770 -1.130
H29 -5.109 -5.497 -1.067
H30 -3.292 -3.808 -1.167
C36 0.650 -3.013 -0.712
O3 0.321 -1.669 -1.046
H31 0.552 -3.643 -1.596
H32 0.006 -3.412 0.073
H33 1.685 -3.027 -0.378
H34 -0.629 -1.650 -1.318
N3 0.522 3.584 2.345
C37 0.976 4.181 1.191
C38 1.148 3.171 0.302
N4 0.810 1.974 0.897
C39 0.431 2.260 2.123
H35 0.272 4.052 3.199
H36 1.122 5.242 1.105
H37 1.487 3.227 -0.718
H38 0.072 1.550 2.850
N5 -0.990 1.302 -0.948
C40 -1.513 2.323 -1.123
C41 -2.153 3.531 -1.330
C42 -3.417 3.690 -0.724
N6 -4.428 3.733 -0.164
C43 -1.490 4.529 -2.084
N7 -0.906 5.330 -2.673

Here are the Mulliken charges for atoms 1 to 8, given in e:
1 Mn 0.84
2 Se -0.02
3 Se 0.01
4 C 0.33
5 C -0.81
6 C -0.63
7 C -1.10
8 C 0.18



[4]
ORCA calculation (ωB97M-V/def2-TZVPD) on a structure of composition C26H53N3PdS2SbSi4.

## Properties
Energy relative to the best compared isomer or geometry (same formula, charge and spin) in eV: 0.000
Charge: +1
HOMO energy (spin up / spin down) in eV: -9.59 / -11.35
Electronic energy in eV: -95486.8012
Multiplicity: 5
LUMO (spin up / spin down) in eV: -2.840 / -5.806

Element x y z (Å)
Pd1 -0.383 0.912 -0.232
S1 2.221 1.004 -0.148
C1 2.489 2.633 -0.435
C2 3.764 3.178 -0.104
C3 4.016 4.508 -0.252
C4 5.307 5.039 0.116
N1 6.337 5.443 0.425
C5 2.995 5.358 -0.764
C6 1.769 4.854 -1.126
C7 1.483 3.484 -0.987
S2 -0.028 2.884 -1.550
C8 3.239 6.773 -0.909
N2 3.421 7.900 -1.034
H1 4.529 2.526 0.294
H2 1.015 5.522 -1.519
N3 -2.645 1.526 -1.014
H3 -3.290 0.771 -1.218
H4 -2.543 2.071 -1.865
H5 -3.092 2.122 -0.326
C9 0.836 2.736 2.636
Si1 -0.293 1.296 2.281
C10 -2.062 1.808 2.755
C11 -2.243 2.018 4.267
C12 -2.312 3.160 2.058
C13 -3.116 0.785 2.291
C14 0.413 -0.200 3.217
C15 -0.581 -1.361 3.243
C16 1.720 -0.674 2.573
C17 0.752 0.218 4.661
H6 0.626 3.098 3.648
H7 0.683 3.566 1.943
H8 1.889 2.449 2.597
H9 -1.510 2.709 4.689
H10 -2.186 1.081 4.821
H11 -3.234 2.444 4.460
H12 -1.687 3.951 2.476
H13 -3.356 3.466 2.197
H14 -2.106 3.134 0.984
H15 -3.141 -0.090 2.939
H16 -2.939 0.424 1.276
H17 -4.117 1.232 2.320
H18 -0.891 -1.650 2.235
H19 -1.480 -1.122 3.812
H20 -0.124 -2.237 3.720
H21 1.570 -1.060 1.561
H22 2.153 -1.484 3.172
H23 2.470 0.120 2.522
H24 -0.106 0.590 5.217
H25 1.530 0.983 4.694
H26 1.136 -0.656 5.201
C18 0.888 -4.022 1.151
Si2 -0.382 -3.857 -0.170
C19 -0.011 -5.001 -1.573
C20 -2.115 -4.072 0.430
Sb1 -0.216 -1.511 -1.254
Si3 -2.169 -1.523 -2.913
C21 -1.865 -0.085 -4.042
C22 -3.716 -1.385 -1.875
C23 -2.291 -3.092 -3.899
Si4 1.920 -1.565 -2.713
C24 2.119 0.149 -3.389
C25 1.712 -2.758 -4.114
C26 3.285 -2.119 -1.595
H27 1.012 -5.085 1.385
H28 0.595 -3.503 2.062
H29 1.855 -3.631 0.828
H30 -0.119 -6.026 -1.199
H31 1.011 -4.886 -1.934
H32 -0.693 -4.874 -2.413
H33 -2.182 -5.002 1.005
H34 -2.804 -4.150 -0.415
H35 -2.445 -3.256 1.073
H36 -1.261 0.699 -3.580
H37 -2.807 0.354 -4.385
H38 -1.325 -0.441 -4.924
H39 -3.531 -1.024 -0.862
H40 -4.157 -2.380 -1.784
H41 -4.471 -0.744 -2.343
H42 -1.341 -3.418 -4.317
H43 -2.974 -2.910 -4.737
H44 -2.708 -3.908 -3.305
H45 1.698 0.187 -4.397
H46 3.176 0.420 -3.454
H47 1.615 0.906 -2.780
H48 0.724 -2.695 -4.567
H49 1.893 -3.789 -3.813
H50 2.442 -2.504 -4.891
H51 3.229 -1.683 -0.596
H52 4.257 -1.849 -2.021
H53 3.253 -3.208 -1.501

Here are the Mulliken charges for atoms 1 to 8, given in e:
1 Pd 0.20
2 S -0.06
3 C 0.08
4 C -0.77
5 C 0.43
6 C -0.36
7 N -0.43
8 C 0.65



[5]
ORCA calculation (ωB97M-V/def2-TZVPD) on an isolated molecule of C11H9Cl in a non-equilibrium geometry.

## Properties
Energy relative to the best compared isomer or geometry (same formula, charge and spin) in eV: 1.503
HOMO energy (spin up / spin down) in eV: -8.18 / -8.18
Electronic energy in eV: -24071.9550
SMILES: C=CC1=C2C(=CC=C[C@@H]2Cl)C=C1
LUMO (spin up / spin down) in eV: -0.958 / -0.958

Element x y z (Å)
C1 -1.895 2.478 -0.001
C2 -1.969 1.191 0.055
C3 -1.136 0.167 0.511
C4 0.210 0.016 0.277
C5 0.551 -1.364 0.712
C6 1.696 -2.005 0.349
C7 2.615 -1.326 -0.505
C8 2.439 -0.046 -0.902
C9 1.206 0.786 -0.445
Cl1 1.943 2.114 0.599
C10 -0.630 -1.925 1.389
C11 -1.653 -1.071 1.150
H1 -2.695 3.200 -0.401
H2 -1.120 3.059 0.587
H3 -3.023 0.827 -0.151
H4 2.170 -2.797 0.914
H5 3.475 -2.047 -0.862
H6 3.335 0.368 -1.507
H7 0.687 1.214 -1.296
H8 -0.490 -2.830 1.908
H9 -2.693 -1.082 1.324

Here are the natural (NBO) charges for atoms 1 to 8, given in e:
1 C -0.35
2 C -0.24
3 C -0.03
4 C -0.08
5 C -0.01
6 C -0.16
7 C -0.24
8 C -0.15



[6]
ORCA calculation (ωB97M-V/def2-TZVPD) on an isolated molecule of C16H16N4OS.

## Properties
Energy relative to the best compared isomer or geometry (same formula, charge and spin) in eV: 1.892
HOMO energy in eV: -7.90
Electronic energy in eV: -35694.8476
SMILES: CCOc1ccccc1NC(=S)Nc1ccc2cn[nH]c2c1
LUMO in eV: 0.440

Element x y z (Å)
C1 2.971 2.330 -1.358
C2 2.759 0.827 -1.230
O1 1.380 0.477 -1.217
C3 0.655 0.905 -0.130
C4 -0.379 1.808 -0.345
C5 -1.143 2.281 0.705
C6 -0.858 1.879 1.998
C7 0.144 0.956 2.225
C8 0.879 0.424 1.169
N1 1.821 -0.579 1.443
C9 2.125 -1.681 0.704
S1 3.581 -2.432 0.940
N2 1.255 -2.167 -0.211
C10 -0.106 -1.878 -0.362
C11 -0.623 -1.781 -1.670
C12 -1.929 -1.440 -1.902
C13 -2.753 -1.189 -0.802
C14 -4.101 -0.795 -0.595
N3 -4.372 -0.712 0.682
N4 -3.256 -1.042 1.349
C15 -2.234 -1.336 0.508
C16 -0.915 -1.702 0.745
H1 2.471 2.706 -2.247
H2 2.568 2.846 -0.488
H3 4.034 2.543 -1.433
H4 3.274 0.454 -0.337
H5 3.159 0.307 -2.104
H6 -0.561 2.135 -1.357
H7 -1.944 2.978 0.516
H8 -1.425 2.270 2.829
H9 0.354 0.613 3.228
H10 2.410 -0.453 2.255
H11 1.668 -2.801 -0.881
H12 0.050 -1.954 -2.496
H13 -2.313 -1.354 -2.907
H14 -4.852 -0.576 -1.326
H15 -3.254 -1.033 2.355
H16 -0.539 -1.834 1.747

Here are the natural (NBO) charges for atoms 1 to 8, given in e:
1 C -0.64
2 C -0.06
3 O -0.53
4 C 0.26
5 C -0.19
6 C -0.22
7 C -0.22
8 C -0.22